Computed, not measured: a cluster of 10 separate species, C24H72N4O14 in total, with ωB97M-V/def2-TZVPD.

The total energy is -2229.81291 a.u. For the HOMO energy, the calculation gives -8.4 eV. The value obtained for the relative energy (zero: lowest compared OMol25 entry of this formula, charge and spin) is 11.45 kcal per mole. Its LUMO energy is 0.14 eV. The SMILES is COCCNCCOC.COCCNCCOC.COCCNCCOC.COCCNCCOC.O.O.O.O.O.O. For the HOMO-LUMO gap, the calculation gives 8.52 eV.

Structure (XYZ):
```
114
C24H72N4O14 (ωB97M-V/def2-TZVPD)
C -13.142 -15.577 28.227
O -13.484 -15.497 26.858
C -12.760 -14.529 26.140
C -11.475 -15.014 25.539
N -11.619 -15.785 24.259
C -12.702 -16.779 24.332
C -12.675 -17.677 23.105
O -11.731 -18.714 23.257
C -11.920 -19.830 22.417
H -12.099 -15.361 28.492
H -13.315 -16.604 28.548
H -13.747 -14.835 28.762
H -12.551 -13.612 26.707
H -13.390 -14.147 25.325
H -11.039 -15.797 26.180
H -10.759 -14.219 25.341
H -10.801 -16.389 24.221
H -13.665 -16.270 24.337
H -12.674 -17.480 25.178
H -12.442 -17.093 22.203
H -13.684 -18.096 22.991
H -12.947 -20.187 22.512
H -11.255 -20.616 22.774
H -11.627 -19.598 21.390
C -10.324 -18.519 12.764
O -10.748 -17.379 13.479
C -10.381 -17.444 14.823
C -11.161 -16.430 15.656
N -10.758 -15.062 15.358
C -11.470 -14.013 16.068
C -11.246 -12.679 15.385
O -11.744 -12.752 14.044
C -11.474 -11.569 13.333
H -9.231 -18.483 12.672
H -10.762 -18.466 11.769
H -10.589 -19.478 13.218
H -9.313 -17.297 15.045
H -10.581 -18.419 15.289
H -11.123 -16.651 16.722
H -12.205 -16.555 15.316
H -10.805 -14.886 14.362
H -10.945 -13.801 17.007
H -12.541 -14.230 16.125
H -10.164 -12.528 15.281
H -11.722 -11.851 15.911
H -10.382 -11.425 13.371
H -11.966 -10.680 13.732
H -11.661 -11.648 12.263
C -16.198 -16.816 25.000
O -15.641 -17.440 23.884
C -16.491 -18.388 23.268
C -15.696 -19.107 22.207
N -15.256 -18.230 21.100
C -16.291 -18.037 20.098
C -15.810 -17.139 18.947
O -15.215 -15.935 19.308
C -13.796 -15.947 19.160
H -16.485 -17.453 25.838
H -17.089 -16.234 24.716
H -15.546 -16.020 25.362
H -17.372 -17.842 22.907
H -16.919 -19.113 23.971
H -16.234 -19.979 21.835
H -14.784 -19.502 22.663
H -14.968 -17.394 21.603
H -17.204 -17.614 20.542
H -16.642 -18.981 19.676
H -16.682 -16.945 18.312
H -15.190 -17.774 18.300
H -13.307 -16.585 19.902
H -13.397 -14.958 19.384
H -13.568 -16.243 18.137
C -7.746 -16.775 20.870
O -7.447 -17.328 22.128
C -8.621 -17.592 22.845
C -8.291 -18.140 24.200
N -9.485 -18.180 25.057
C -9.285 -18.806 26.357
C -10.599 -19.249 26.930
O -11.176 -20.200 26.027
C -12.580 -20.334 26.242
H -8.712 -16.271 20.929
H -7.780 -17.499 20.051
H -7.008 -16.029 20.572
H -9.299 -18.282 22.328
H -9.223 -16.679 22.938
H -7.564 -17.520 24.729
H -7.935 -19.176 24.106
H -10.253 -18.631 24.553
H -8.783 -18.084 27.004
H -8.661 -19.704 26.236
H -11.281 -18.405 27.088
H -10.491 -19.761 27.893
H -13.087 -19.377 26.357
H -12.757 -20.947 27.134
H -12.888 -20.951 25.398
O -8.753 -15.334 17.611
H -9.391 -15.427 16.883
H -9.295 -15.323 18.421
O -10.669 -17.847 19.482
H -11.448 -18.438 19.472
H -10.121 -18.126 18.727
O -10.580 -15.035 19.783
H -10.860 -15.972 19.784
H -10.554 -14.783 20.713
O -9.526 -19.234 17.223
H -8.777 -19.686 16.823
H -10.114 -19.944 17.548
O -13.093 -19.419 19.552
H -13.785 -19.018 20.137
H -13.577 -19.824 18.821
O -11.262 -21.228 18.269
H -11.870 -20.544 18.596
H -10.790 -21.527 19.056
```

Computed, not measured: a cluster of 9 separate species, C42H101Br4N7 in total, with ωB97M-V/def2-TZVPD.

The total energy is -12340.00362 a.u. For the HOMO energy, the calculation gives -8.1 eV. Its LUMO energy is 0.40 eV. The SMILES is CCN(CC)CC.CCN(CC)CC.CCN(CC)CC.CCN(CC)CC.CCN(CC)CC.CCN(CC)CC.BrCCBr.BrCCBr.CC#N. For the HOMO-LUMO gap, the calculation gives 8.54 eV.

Structure (XYZ):
```
154
C42H101Br4N7 (ωB97M-V/def2-TZVPD)
C -14.703 21.274 -1.534
C -13.184 21.416 -1.704
N -12.450 20.776 -0.620
C -10.992 21.013 -0.735
C -10.141 20.435 0.451
C -12.762 19.340 -0.503
C -12.382 18.420 -1.650
H -15.012 21.565 -0.549
H -15.025 20.289 -1.913
H -15.231 21.909 -2.241
H -12.859 21.060 -2.714
H -12.922 22.464 -1.690
H -10.665 20.558 -1.664
H -10.795 22.081 -0.823
H -10.473 20.689 1.441
H -10.023 19.330 0.557
H -9.143 20.839 0.317
H -13.841 19.242 -0.391
H -12.306 18.987 0.452
H -12.769 18.850 -2.606
H -12.878 17.418 -1.564
H -11.292 18.239 -1.753
C -9.449 20.141 9.366
C -9.703 20.765 8.013
N -8.683 20.306 7.023
C -9.069 20.730 5.671
C -8.190 20.072 4.629
C -7.288 20.707 7.410
C -7.159 22.137 7.959
H -8.656 20.486 9.950
H -9.368 19.063 9.186
H -10.404 20.257 9.913
H -10.724 20.425 7.782
H -9.725 21.923 8.103
H -10.041 20.252 5.526
H -9.096 21.863 5.530
H -8.454 20.238 3.551
H -7.126 20.333 4.755
H -8.323 18.988 4.757
H -6.656 20.557 6.534
H -7.065 20.046 8.246
H -7.550 22.964 7.348
H -6.083 22.295 7.975
H -7.551 22.261 8.976
C -18.550 21.695 7.061
C -17.074 22.105 6.743
N -16.276 22.275 7.976
C -15.508 23.488 7.902
C -16.382 24.721 7.736
C -15.459 21.054 8.255
C -14.764 21.109 9.564
H -19.166 22.566 7.349
H -18.618 21.083 7.938
H -19.168 21.195 6.242
H -16.750 21.270 6.119
H -17.117 23.013 6.160
H -14.848 23.541 8.789
H -14.836 23.372 7.027
H -15.669 25.557 7.534
H -16.970 24.736 6.875
H -16.927 24.902 8.658
H -14.847 20.830 7.367
H -16.193 20.273 8.300
H -14.443 20.103 9.786
H -15.407 21.488 10.278
H -13.836 21.676 9.623
C -17.042 26.897 3.280
C -15.479 26.904 3.352
N -14.866 28.174 3.113
C -15.135 28.957 4.327
C -14.667 30.420 4.231
C -13.501 27.991 2.700
C -13.379 27.641 1.240
H -17.344 25.874 3.501
H -17.292 27.085 2.237
H -17.594 27.565 3.976
H -15.125 26.610 4.362
H -15.146 26.145 2.614
H -14.602 28.501 5.216
H -16.151 28.922 4.556
H -14.931 30.888 3.253
H -13.618 30.511 4.531
H -15.320 30.916 5.003
H -13.098 29.021 2.787
H -12.927 27.391 3.404
H -13.780 28.521 0.696
H -12.392 27.576 0.789
H -13.874 26.744 0.930
C -10.796 25.340 3.017
C -10.914 23.803 2.966
N -12.277 23.236 3.115
C -12.716 23.486 4.476
C -11.958 22.708 5.531
C -13.276 23.741 2.144
C -14.647 23.027 2.113
H -11.479 25.737 2.240
H -9.741 25.573 2.760
H -10.955 25.815 3.934
H -10.546 23.419 1.973
H -10.332 23.181 3.672
H -12.568 24.473 4.847
H -13.764 23.272 4.593
H -11.596 21.735 5.071
H -11.001 23.174 5.816
H -12.493 22.545 6.430
H -12.748 23.714 1.217
H -13.487 24.752 2.411
H -15.284 23.354 2.960
H -14.632 21.918 2.036
H -15.107 23.307 1.154
C -7.107 23.323 3.138
C -7.066 23.965 4.513
N -6.342 25.257 4.489
C -7.325 26.389 4.259
C -8.333 26.703 5.414
C -5.520 25.649 5.622
C -4.267 24.800 5.661
H -6.096 23.149 2.797
H -7.608 23.950 2.413
H -7.571 22.361 3.158
H -8.036 23.959 4.950
H -6.498 23.271 5.142
H -6.684 27.310 4.010
H -7.867 26.115 3.320
H -7.709 26.869 6.295
H -8.913 27.595 5.282
H -9.077 25.953 5.423
H -5.927 25.540 6.622
H -5.272 26.742 5.518
H -3.756 24.927 4.688
H -4.439 23.726 5.751
H -3.554 25.095 6.475
Br -11.205 18.691 3.480
C -13.033 19.073 3.822
C -13.610 18.265 4.902
Br -12.728 18.323 6.585
H -13.573 18.962 2.817
H -12.973 20.124 4.065
H -13.623 17.217 4.638
H -14.697 18.629 5.005
Br -8.839 25.431 9.344
C -10.500 26.185 8.720
C -11.232 25.206 7.803
Br -12.663 26.143 6.886
H -10.316 27.085 8.101
H -11.050 26.390 9.634
H -11.750 24.368 8.318
H -10.689 24.813 6.912
C -18.001 21.306 2.620
C -16.991 20.245 2.827
N -16.274 19.404 3.084
H -18.296 21.849 3.500
H -18.873 20.833 2.231
H -17.721 22.072 1.843
```

Computed, not measured: a cluster of 2 separate species, C2H6FNO in total, with ωB97M-V/def2-TZVPD.

The total energy is -309.57613 a.u. For the HOMO energy, the calculation gives -8.9 eV. The value obtained for the relative energy (zero: lowest compared OMol25 entry of this formula, charge and spin) is 56.27 kcal per mole. Its LUMO energy is 0.68 eV. For the HOMO-LUMO gap, the calculation gives 9.60 eV.

Structure (XYZ):
```
11
C2H6FNO (ωB97M-V/def2-TZVPD)
C 0.789 -0.318 -0.717
C -0.662 -0.334 -0.311
N -0.155 0.604 1.425
O -1.533 0.499 -0.950
F -1.097 -1.510 0.109
H 0.821 -0.535 -1.803
H 1.226 0.582 -0.633
H 1.311 -0.900 0.008
H -0.907 1.215 1.510
H -0.351 -0.164 2.092
H -2.376 0.290 -0.742
```

Computed, not measured: the ion C4H9N4S with charge +1, with ωB97M-V/def2-TZVPD.

The total energy is -774.76549 a.u. Its net charge is +1. For the HOMO energy, the calculation gives -12.6 eV. The value obtained for the relative energy (zero: lowest compared OMol25 entry of this formula, charge and spin) is 30.33 kcal per mole. Its LUMO energy is -3.68 eV. The SMILES is N[C@]1(S)NC=CC(=[NH2+])N1. For the HOMO-LUMO gap, the calculation gives 8.95 eV.

Structure (XYZ):
```
18
C4H9N4S (ωB97M-V/def2-TZVPD)
N 1.529 0.194 1.481
C 0.996 0.015 0.207
S 2.047 -0.952 -1.220
N 0.645 1.277 -0.312
C -0.565 1.642 -0.816
C -1.617 0.740 -0.809
C -1.420 -0.445 -0.158
N -2.384 -1.318 -0.120
N -0.272 -0.848 0.259
H 1.552 -0.637 2.055
H 2.358 0.746 1.751
H 2.707 0.123 -1.523
H 1.288 2.148 -0.268
H -0.659 2.588 -1.220
H -2.562 0.904 -1.343
H -3.112 -1.041 -0.697
H -2.485 -2.127 0.527
H -0.238 -1.671 0.855
```

Computed, not measured: a cluster of 9 separate species, C13H16BCl24F2IO in total, with ωB97M-V/def2-TZVPD.

The total energy is -12147.04424 a.u. For the HOMO energy, the calculation gives -9.7 eV. Its LUMO energy is -0.16 eV. The SMILES is CC[C@H](I)B(F)CC(=O)F.ClC(Cl)Cl.ClC(Cl)Cl.ClC(Cl)Cl.ClC(Cl)Cl.ClC(Cl)Cl.ClC(Cl)Cl.ClC(Cl)Cl.ClC(Cl)Cl. For the HOMO-LUMO gap, the calculation gives 9.54 eV.

Structure (XYZ):
```
58
C13H16BCl24F2IO (ωB97M-V/def2-TZVPD)
C -4.110 4.807 1.126
C -3.257 3.463 0.757
C -2.335 3.159 2.056
I -0.532 4.401 2.103
B -1.917 1.600 2.239
F -2.034 0.584 1.201
C -1.268 1.093 3.648
C -2.096 1.503 4.952
O -1.479 1.468 6.052
F -3.456 1.941 4.953
H -5.010 4.901 0.428
H -4.518 4.769 2.207
H -3.415 5.723 1.018
H -3.961 2.592 0.499
H -2.641 3.745 -0.171
H -2.956 3.452 2.970
H -0.240 1.625 3.739
H -1.079 -0.040 3.668
Cl 3.867 4.238 -1.132
C 2.921 5.692 -0.780
Cl 1.335 5.609 -1.561
Cl 2.742 5.905 0.967
H 3.454 6.553 -1.179
Cl 2.474 -0.453 -3.058
C 2.250 1.041 -2.134
Cl 2.281 2.447 -3.208
Cl 0.734 0.987 -1.222
H 3.072 1.133 -1.426
Cl 2.430 -2.446 0.020
C 2.541 -3.478 -1.413
Cl 4.009 -4.465 -1.359
Cl 1.106 -4.505 -1.553
H 2.591 -2.838 -2.292
Cl 2.158 -3.781 -7.582
C 2.455 -2.641 -6.264
Cl 2.902 -3.505 -4.785
Cl 3.717 -1.484 -6.713
H 1.536 -2.089 -6.074
Cl -1.063 -7.139 -7.803
C -1.551 -5.892 -6.646
Cl -0.197 -5.453 -5.596
Cl -2.169 -4.466 -7.494
H -2.350 -6.294 -6.026
Cl 0.197 -4.319 3.615
C 1.036 -2.763 3.539
Cl 0.107 -1.601 2.580
Cl 1.328 -2.133 5.167
H 1.998 -2.915 3.052
Cl 6.166 -3.711 1.806
C 5.938 -2.247 2.772
Cl 5.961 -0.810 1.738
Cl 4.423 -2.332 3.683
H 6.760 -2.172 3.481
Cl -7.339 0.172 1.019
C -6.166 0.204 2.344
Cl -4.544 0.560 1.729
Cl -6.642 1.391 3.567
H -6.148 -0.780 2.809
```

Computed, not measured: a structure of composition C37H41CrFN6O6S, with ωB97M-V/def2-TZVPD.

The total energy is -3756.90065 a.u. Its net charge is +1. For the HOMO energy (alpha / beta), the calculation gives -8.4 / -8.8 eV. The value obtained for the relative energy (zero: lowest compared OMol25 entry of this formula, charge and spin) is 1.57 kcal per mole. Its LUMO energy (alpha / beta) is -3.32 / -3.32 eV. As for the expectation value of S²: 3.776. For the HOMO-LUMO gap (alpha / beta), the calculation gives 5.07 / 5.46 eV. Its spin multiplicity is 4.

Structure (XYZ):
```
93
C37H41CrFN6O6S (ωB97M-V/def2-TZVPD)
Cr -1.920 1.260 -1.327
C -1.992 1.749 -5.443
C -2.118 2.179 -4.005
O -1.394 1.504 -3.163
C -2.960 3.216 -3.680
C -2.998 3.799 -2.385
C -3.456 5.212 -2.204
N -2.543 3.125 -1.371
N -2.252 3.806 -0.193
C -1.271 3.196 0.385
O -0.704 2.134 -0.142
C -0.754 3.666 1.689
C -1.340 4.745 2.347
C -0.859 5.151 3.581
C 0.210 4.486 4.169
C 0.799 3.414 3.514
C 0.318 3.003 2.279
H -1.065 1.192 -5.575
H -2.012 2.597 -6.125
H -2.827 1.092 -5.695
H -3.476 3.722 -4.482
H -4.001 5.550 -3.083
H -2.592 5.861 -2.052
H -4.082 5.299 -1.317
H -2.176 5.249 1.881
H -1.321 5.987 4.090
H 0.584 4.808 5.133
H 1.643 2.904 3.965
H 0.767 2.171 1.751
F 3.641 -2.729 -1.831
C 2.979 -2.299 -0.732
C 1.764 -1.693 -0.883
C 1.041 -1.297 0.242
C -0.246 -0.617 0.059
O -0.574 -0.293 -1.099
C -0.983 -0.377 1.257
C -0.399 -0.636 2.455
N 0.853 -1.119 2.626
C 1.385 -1.273 3.960
C 1.151 -0.171 4.944
C 2.525 -0.387 4.382
C 1.579 -1.517 1.518
C 2.845 -2.099 1.643
C 3.555 -2.498 0.526
N 4.836 -3.089 0.707
C 4.919 -4.376 1.375
C 6.136 -4.334 2.314
N 7.083 -3.289 1.781
C 7.201 -3.383 0.288
C 5.854 -2.955 -0.324
C -2.391 0.185 1.329
O -2.954 0.171 2.413
O -2.899 0.612 0.233
H 1.339 -1.531 -1.866
H -0.965 -0.412 3.349
H 1.363 -2.293 4.325
H 0.958 -0.459 5.967
H 0.609 0.701 4.604
H 3.286 -0.812 5.023
H 2.872 0.333 3.653
H 3.289 -2.223 2.621
H 5.019 -5.199 0.656
H 4.017 -4.558 1.952
H 6.677 -5.278 2.353
H 5.868 -4.031 3.324
H 7.994 -3.366 2.230
H 6.689 -2.373 2.005
H 7.446 -4.420 0.067
H 8.023 -2.752 -0.040
H 5.674 -3.571 -1.208
H 5.890 -1.915 -0.646
S -3.416 -0.886 -2.441
C -2.446 -1.821 -3.432
N -2.942 -3.019 -3.881
C -2.289 -3.881 -4.701
C -1.041 -3.593 -5.141
C -0.465 -2.367 -4.723
C -1.133 -1.512 -3.901
H -3.877 -3.242 -3.567
H -2.830 -4.779 -4.965
H -0.523 -4.274 -5.798
H 0.524 -2.100 -5.076
H -0.715 -0.563 -3.599
C -6.345 0.198 -0.025
C -5.551 1.397 -0.472
C -5.413 2.515 0.525
O -5.010 1.428 -1.555
H -7.386 0.479 0.153
H -5.939 -0.162 0.924
H -6.291 -0.585 -0.777
H -6.354 2.719 1.037
H -5.031 3.412 0.044
H -4.687 2.184 1.274
```